Arrangement A

The following is a quantum chemistry calculation of 2 unconnected molecules or ions with the total composition C2H9NS2, from the OMol25 dataset.

Calculated values
Spin multiplicity   1
HOMO level   -8.735 eV
Orbital gap   8.73 eV
SMILES string   CNC.SS

Each atom is followed by the atoms it is bonded to, with distances in Å.
Positions of all 14 atoms, in Å:
1 C -2.31 -0.89 -0.91  N2 1.447, H4 1.089, H5 1.092, H6 1.102
2 N -2.37 0.43 -0.33  C1 1.447, C3 1.454, H7 1.003
3 C -2.06 0.49 1.09  N2 1.454, H8 1.102, H9 1.088, H10 1.090
4 H -2.45 -0.81 -1.99  C1 1.089
5 H -3.12 -1.51 -0.50  C1 1.092
6 H -1.37 -1.44 -0.73  C1 1.102
7 H -1.71 1.03 -0.80  N2 1.003
8 H -1.04 0.13 1.28  C3 1.102
9 H -2.14 1.52 1.42  C3 1.088
10 H -2.75 -0.12 1.68  C3 1.090
11 S 1.81 -1.04 0.03  S12 2.139, H13 1.339
12 S 1.65 1.09 0.08  S11 2.139, H14 1.340
13 H 0.67 -1.35 0.66  S11 1.339
14 H 2.33 1.23 -1.07  S12 1.340

Atom charges from the Mulliken analysis, given in e for atoms 1 to 5: -0.6872, -0.3830, -0.6602, 0.3110, 0.2833

Arrangement B

The following is a quantum chemistry calculation of 2 unconnected molecules or ions with the total composition C2H9NS2, from the OMol25 dataset.

Calculated values
Spin multiplicity   1
HOMO level   -8.574 eV
Orbital gap   9.01 eV
SMILES string   CCN.SS

Each atom is followed by the atoms it is bonded to, with distances in Å.
Positions of all 14 atoms, in Å:
1 C 1.28 -0.64 1.60  C2 1.613, H4 1.131, H5 1.057, H6 1.115
2 C -0.22 -1.24 1.58  C1 1.613, N3 1.371, H7 1.187, H8 1.151
3 N -1.06 -0.75 2.55  C2 1.371, H9 1.078, H10 1.026
4 H 1.18 0.21 2.34  C1 1.131
5 H 2.03 -1.32 1.89  C1 1.057
6 H 1.47 -0.28 0.56  C1 1.115
7 H -0.69 -1.26 0.49  C2 1.187
8 H -0.04 -2.38 1.68  C2 1.151
9 H -0.56 -0.19 3.32  N3 1.078
10 H -1.90 -0.30 2.16  N3 1.026
11 S 0.27 2.90 -4.08  S12 2.000, H13 1.409
12 S -1.51 1.99 -4.14  S11 2.000, H14 1.420
13 H 1.17 1.91 -4.54  S11 1.409
14 H -1.43 1.36 -5.41  S12 1.420

Atom charges from the Mulliken analysis, given in e for atoms 1 to 5: -0.8596, -0.1487, -0.5349, 0.2604, 0.2751

Here are the energies relative to the best structure, in hartree: arrangement A 0.0000; arrangement B 0.0287.

Arrangement A

The following is a quantum chemistry calculation of a gas-phase ion, C4H6NOS (charge +1), from the OMol25 dataset.

Calculated values
Spin multiplicity   1
HOMO level   -13.605 eV
Orbital gap   8.29 eV
Total charge   +1

Each atom is followed by the atoms it is bonded to, with distances in Å.
Positions of all 13 atoms, in Å:
1 C -2.77 -0.64 0.02  C3 1.341, S7 1.754, H8 1.076
2 C -0.81 1.35 0.07  N5 1.287, S7 1.752, H9 1.107
3 C -1.73 -1.48 -0.11  C1 1.341, O6 1.204
4 C 1.43 0.49 -0.17  N5 1.479, H10 1.078, H11 1.086, H12 1.038
5 N -0.03 0.33 -0.03  C2 1.287, C4 1.479
6 O -0.95 -2.38 -0.26  C3 1.204, H13 0.929
7 S -2.54 1.10 0.00  C1 1.754, C2 1.752
8 H -3.77 -0.87 0.34  C1 1.076
9 H -0.35 2.34 -0.12  C2 1.107
10 H 1.53 1.06 -1.08  C4 1.078
11 H 1.84 1.17 0.57  C4 1.086
12 H 1.81 -0.47 -0.23  C4 1.038
13 H -0.26 -2.55 0.35  O6 0.929

Atom charges from the Mulliken analysis, given in e for atoms 1 to 5: -0.4159, 0.0423, 0.7071, -0.8925, -0.3678

Arrangement B

The following is a quantum chemistry calculation of a gas-phase ion, C4H6NOS (charge +1), from the OMol25 dataset.

Calculated values
Spin multiplicity   1
HOMO level   -13.153 eV
Orbital gap   7.14 eV
Total charge   +1

Each atom is followed by the atoms it is bonded to, with distances in Å.
Positions of all 13 atoms, in Å:
1 C -2.26 -0.78 -0.10  C2 1.422, S7 1.537
2 C -0.89 -0.97 -0.42  C1 1.422, C3 1.581, H8 1.039, H9 1.045
3 C 0.05 -0.14 0.55  C2 1.581, C4 1.532, H10 1.022, H11 1.044
4 C 0.03 1.27 -0.05  C3 1.532, N5 1.432, H12 1.073, H13 1.105
5 N -1.28 1.85 -0.02  C4 1.432, O6 1.201
6 O -1.50 3.03 -0.04  N5 1.201
7 S -3.77 -0.53 0.09  C1 1.537
8 H -0.68 -1.98 -0.50  C2 1.039
9 H -0.89 -0.57 -1.38  C2 1.045
10 H -0.24 -0.30 1.52  C3 1.022
11 H 0.94 -0.69 0.63  C3 1.044
12 H 0.83 1.88 0.32  C4 1.073
13 H 0.25 1.21 -1.13  C4 1.105

Atom charges from the Mulliken analysis, given in e for atoms 1 to 5: 0.3122, -0.2636, -0.6005, -0.7219, 0.2079

Here are the energies relative to the best structure, in hartree: arrangement A 0.0000; arrangement B 0.0352.